Record 1
# C6H6I2

C6H6I2 as an isolated structure (wB97M-V/def2-TZVPD, OMol25).

Geometry as XYZ:
```
14
C6H6I2 (wB97M-V/def2-TZVPD)
C -1.8123 0.7895 0.0824
C 1.3013 -0.9112 -0.1731
C -0.2335 0.9173 0.3571
C -0.1151 -1.2836 -0.2690
C -0.8718 0.0324 -0.7029
C 0.4129 -0.3518 0.8500
I 1.9984 2.1120 -2.5591
I 0.4344 -1.0159 2.9534
H -2.4331 0.3290 0.8150
H -2.2331 1.7600 -0.3644
H 1.9796 -1.6165 0.3045
H 1.6681 -0.1137 -0.9431
H 0.5256 1.6171 0.0068
H -0.6217 -2.2646 -0.3575
```

Calculated values
* spin multiplicity: 1
* HOMO-LUMO gap (spin up / spin down): 4.411 / 4.408 eV
* highest occupied orbital energy (spin up / spin down): -0.282 / -0.282 Ha
* energy relative to the best compared isomer or geometry (same formula, charge and spin): 95.5 kcal per mole
* net charge: 0



Record 2
# C6H6LaLiO2

C6H6LaLiO2 as an isolated structure (wB97M-V/def2-TZVPD, OMol25).

Geometry as XYZ:
```
16
C6H6LaLiO2 (wB97M-V/def2-TZVPD)
C -1.1802 -1.1609 -1.6077
C -1.1543 0.1468 -1.2223
C -0.0050 1.0283 -1.1336
H -2.1391 -1.6815 -1.6518
H -0.3175 -1.6228 -2.1029
H -2.0779 0.5870 -0.8368
H -0.0381 1.8477 -0.4107
C 0.7977 1.2523 -2.2119
O 1.4733 1.1109 -3.1334
O -0.1728 -0.2378 2.5643
C 1.0437 0.0940 2.2790
C 1.5462 -0.4166 1.0732
La -0.5019 -2.1167 0.9129
Li -1.4223 0.6080 3.6644
H 2.6033 -0.2393 0.8621
H 1.5450 0.8006 2.9553
```

Calculated values
* spin multiplicity: 2
* HOMO-LUMO gap (spin up / spin down): 6.780 / 5.716 eV
* highest occupied orbital energy (spin up / spin down): -0.723 / -0.721 Ha
* net charge: +3



Record 3
# C6H6N

A 2-piece molecular cluster, C6H6N overall (wB97M-V/def2-TZVPD, OMol25).

Geometry as XYZ:
```
13
C6H6N (wB97M-V/def2-TZVPD)
C -3.4150 -2.1271 -1.2588
C -2.3432 -1.7351 -2.0163
C -1.4064 0.4086 0.7833
C 0.8603 1.1549 0.1090
C -2.1065 -2.5548 -0.9034
C 1.9101 1.1437 1.0515
N -0.3022 0.7647 0.6015
H -4.4382 -2.0477 -1.0812
H -2.0573 -1.1818 -2.8557
H 0.9709 1.5749 -0.9052
H 2.8981 1.2316 0.6085
H 1.9278 0.3290 1.8325
H 1.8841 2.1195 1.6043
```

Calculated values
* spin multiplicity: 1
* HOMO-LUMO gap (spin up / spin down): 3.865 / 3.833 eV
* highest occupied orbital energy (spin up / spin down): -0.438 / -0.438 Ha
* energy relative to the best compared isomer or geometry (same formula, charge and spin): 141.0 kcal per mole
* net charge: +1



Record 4
# C6H6N

An isolated ion of composition C6H6N and charge +1 (wB97M-V/def2-TZVPD, OMol25).

Geometry as XYZ:
```
13
C6H6N (wB97M-V/def2-TZVPD)
C 1.9617 0.3112 -0.0479
C 1.2527 1.3923 -0.0089
C -0.7569 0.2203 0.0504
C -2.1557 0.3379 -0.0251
C 2.0371 -1.0454 -0.1317
C -0.0803 1.5597 0.0742
N -0.1208 -0.8891 0.3137
H -2.8718 -0.5178 -0.1048
H -2.6272 1.3459 -0.0353
H 2.6148 -1.6601 -0.8464
H 2.0794 -1.7376 0.7853
H -0.6340 2.4450 -0.1083
H -0.6989 -1.7621 0.0848
```

Calculated values
* spin multiplicity: 3
* HOMO-LUMO gap (spin up / spin down): 6.835 / 7.524 eV
* highest occupied orbital energy (spin up / spin down): -0.483 / -0.552 Ha
* energy relative to the best compared isomer or geometry (same formula, charge and spin): 38.1 kcal per mole
* net charge: +1



Record 5
# C6H6N2

One molecule with the formula C6H6N2 (wB97M-V/def2-TZVPD, OMol25).

Geometry as XYZ:
```
14
C6H6N2 (wB97M-V/def2-TZVPD)
C -1.7409 -0.7080 0.1704
C -0.2723 0.6779 -0.2157
C 0.9769 1.3649 -0.1323
C 2.0576 0.4773 0.1579
C 0.8016 -1.4742 -0.3124
C -0.2594 -0.7367 -0.1597
H -2.7109 -1.2194 -0.2014
H -1.7711 -0.6278 1.4612
H -2.3407 1.3113 0.3347
H 1.0026 2.4785 -0.2591
H 3.1177 1.0378 0.0270
H 0.7452 -2.5352 -0.7101
N -1.5789 0.7719 -0.2668
N 1.9726 -0.8182 0.1063
```

Calculated values
* spin multiplicity: 1
* HOMO-LUMO gap: 9.038 eV
* highest occupied orbital energy: -0.310 Ha
* energy relative to the best compared isomer or geometry (same formula, charge and spin): 85.5 kcal per mole
* net charge: 0



Record 6
# C6H6N2O

One molecule with the formula C6H6N2O (wB97M-V/def2-TZVPD, OMol25).

Geometry as XYZ:
```
15
C6H6N2O (wB97M-V/def2-TZVPD)
C -1.8886 -0.4046 1.1918
C -0.9967 0.4025 -1.5249
C -0.6850 0.8397 -0.2988
C -0.7952 -0.9759 -1.6432
C -0.5750 -0.1081 0.8208
C 0.5655 -0.4406 1.7207
N -2.9027 -0.6379 1.6172
N -0.4143 -1.6346 -0.6210
O -0.0942 -2.7572 -0.3804
H -1.3502 1.0695 -2.2542
H -0.3561 1.8803 -0.1665
H -0.7730 -1.5814 -2.5342
H 1.5810 -0.4684 1.3218
H 0.3760 -1.5297 1.8621
H 0.5345 0.1968 2.6143
```

Calculated values
* spin multiplicity: 1
* HOMO-LUMO gap (spin up / spin down): 8.041 / 8.041 eV
* highest occupied orbital energy (spin up / spin down): -0.317 / -0.317 Ha
* energy relative to the best compared isomer or geometry (same formula, charge and spin): 109.7 kcal per mole
* net charge: 0



Record 7
# C6H6N2O

One molecule with the formula C6H6N2O (wB97M-V/def2-TZVPD, OMol25).

Geometry as XYZ:
```
15
C6H6N2O (wB97M-V/def2-TZVPD)
C 1.3253 1.7191 0.0281
C 0.1516 0.7821 -0.0451
C -1.1475 1.3157 -0.0386
C -2.2468 0.4621 0.0467
C -2.0333 -0.9184 0.0162
C 0.2282 -0.6173 -0.0455
H 1.0365 2.7915 -0.1680
H 1.8916 1.6179 0.9712
H 2.0486 1.3983 -0.7608
H -1.3004 2.4060 -0.0260
H -3.2578 0.8256 0.0918
H -2.8437 -1.6335 0.1295
N -0.8217 -1.4462 -0.0507
N 1.5166 -1.2896 0.0269
O 2.4870 -0.5893 0.0198
```

Calculated values
* spin multiplicity: 1
* HOMO-LUMO gap: 8.192 eV
* highest occupied orbital energy: -0.327 Ha
* energy relative to the best compared isomer or geometry (same formula, charge and spin): 48.8 kcal per mole
* net charge: 0



Record 8
# C6H6N2O

One molecule with the formula C6H6N2O (wB97M-V/def2-TZVPD, OMol25).

Geometry as XYZ:
```
15
C6H6N2O (wB97M-V/def2-TZVPD)
C -1.1491 1.9447 -0.0458
C -0.1218 0.7654 -0.0513
C 1.3125 1.1857 -0.0664
C 2.4056 0.3154 0.0264
C 1.9498 -1.0721 -0.0317
C -0.4445 -0.6562 0.0072
H -0.6749 2.9508 -0.4841
H -1.5211 2.1555 1.0437
H -2.1817 1.8987 -0.5003
H 1.7092 2.2677 0.3847
H 3.3387 0.6248 0.2136
H 2.6958 -1.8186 -0.4692
N 0.6560 -1.3845 0.1318
N -1.5787 -1.2390 -0.1041
O -2.5777 -0.5765 0.0733
```

Calculated values
* spin multiplicity: 1
* HOMO-LUMO gap: 7.687 eV
* highest occupied orbital energy: -0.333 Ha
* energy relative to the best compared isomer or geometry (same formula, charge and spin): 119.4 kcal per mole
* net charge: 0



Record 9
# C6H6N2O2

One molecule with the formula C6H6N2O2 (wB97M-V/def2-TZVPD, OMol25).

Geometry as XYZ:
```
16
C6H6N2O2 (wB97M-V/def2-TZVPD)
C 0.0799 0.6969 -1.6547
C 1.3835 0.6674 -1.1514
C 1.7197 -0.2138 -0.1658
C -0.5716 -0.7907 0.3671
C -1.6543 -0.1919 1.6293
C -0.9472 0.4960 1.0171
H -1.7583 0.4331 -0.9953
H 2.1308 1.1613 -1.7471
H 2.7263 -0.2282 0.1755
H 1.2205 -1.8136 1.2240
H -2.3417 -0.7700 2.0778
H -0.3183 1.4141 0.8508
N -0.8375 0.1569 -0.6639
N 0.8326 -0.8570 0.6452
O -0.3469 1.3008 -2.6694
O -1.3175 -1.4613 1.0607
```

Calculated values
* spin multiplicity: 1
* HOMO-LUMO gap: 7.574 eV
* highest occupied orbital energy: -0.265 Ha
* energy relative to the best compared isomer or geometry (same formula, charge and spin): 262.6 kcal per mole
* net charge: 0



Record 10
# C6H6N2OS

One molecule with the formula C6H6N2OS (wB97M-V/def2-TZVPD, OMol25).

Geometry as XYZ:
```
16
C6H6N2OS (wB97M-V/def2-TZVPD)
C 0.0676 -2.0839 -0.0305
C -1.1400 -1.4625 -0.0392
C 1.0051 -1.0180 -0.1127
C 0.3533 0.1414 -0.1276
C 2.7026 0.9119 0.0356
C -2.0672 0.9026 -0.0292
N -0.9841 -0.0811 -0.0378
N 1.4188 1.3025 -0.1226
O 3.6711 1.6271 0.1124
S 2.7687 -0.9419 -0.0052
H 0.3538 -3.0550 0.1958
H -2.0865 -1.9159 0.2120
H -1.7758 1.7568 0.4405
H -2.5025 1.2870 -0.9305
H -2.9328 0.3135 0.3576
H 1.1481 2.3152 0.0815
```

Calculated values
* spin multiplicity: 1
* HOMO-LUMO gap: 8.582 eV
* highest occupied orbital energy: -0.297 Ha
* energy relative to the best compared isomer or geometry (same formula, charge and spin): 14.6 kcal per mole
* net charge: 0



Record 11
# C6H6N3

An isolated ion of composition C6H6N3 and charge +1 (wB97M-V/def2-TZVPD, OMol25).

Geometry as XYZ:
```
15
C6H6N3 (wB97M-V/def2-TZVPD)
C -2.1623 0.0140 -0.2645
C -0.8167 1.4403 0.8541
C -1.0878 -0.8461 -0.6785
C 0.2863 0.5937 0.5527
C 1.7205 0.6382 0.8197
C 1.4292 -0.9555 -0.5679
N -1.9824 1.1063 0.3820
N 2.3411 -0.2455 0.1411
N 0.1152 -0.4757 -0.2886
H -3.2557 -0.1693 -0.2859
H -0.7972 2.2393 1.6102
H -1.3824 -1.6927 -1.3547
H 2.4079 1.3106 1.2910
H 1.6473 -0.7672 -1.6951
H 1.5371 -2.1905 -0.5156
```

Calculated values
* spin multiplicity: 1
* HOMO-LUMO gap: 9.150 eV
* highest occupied orbital energy: -0.543 Ha
* energy relative to the best compared isomer or geometry (same formula, charge and spin): 25.6 kcal per mole
* net charge: +1



Record 12
# C6H6N4

C6H6N4 as an isolated structure (wB97M-V/def2-TZVPD, OMol25).

Geometry as XYZ:
```
16
C6H6N4 (wB97M-V/def2-TZVPD)
C -1.2873 -0.5031 0.1596
C -0.5588 2.1619 -0.5705
C 0.0542 -0.6672 0.8773
C 0.7177 1.8499 -0.2049
C -0.8387 0.6901 -0.6143
C 0.6320 0.3795 -0.1856
N -1.1386 -0.5457 -1.2679
N 0.1446 -1.0273 -1.7322
N 1.1120 -0.4321 -1.2712
N 0.5264 -2.0303 0.9754
H -2.2786 -0.9608 0.5182
H -1.1027 3.0164 -0.5517
H 0.2059 -0.2496 1.8262
H 1.6039 2.5693 0.2000
H 1.1680 -2.0379 1.7661
H 1.0401 -2.2132 0.0754
```

Calculated values
* spin multiplicity: 3
* HOMO-LUMO gap (spin up / spin down): 7.250 / 7.287 eV
* highest occupied orbital energy (spin up / spin down): -0.242 / -0.352 Ha
* energy relative to the best compared isomer or geometry (same formula, charge and spin): 96.5 kcal per mole
* net charge: 0



Record 13
# C6H6NO2

An isolated ion of composition C6H6NO2 and charge -1 (wB97M-V/def2-TZVPD, OMol25).

Geometry as XYZ:
```
15
C6H6NO2 (wB97M-V/def2-TZVPD)
C 1.6711 0.6833 -0.0596
C 0.1447 -1.3476 0.1892
C 0.6687 1.6425 -0.2792
C -0.9283 -0.8103 -0.2348
C -2.2933 -0.8627 -0.5684
C 1.3793 -0.5478 0.7666
N -0.5240 1.5436 0.3242
O -1.4268 2.2995 -0.0637
O -3.2412 -1.1249 0.2178
H 2.5233 0.7462 -0.5888
H 0.3006 -2.4809 0.1103
H 0.9608 2.5855 -0.8068
H -2.4789 -0.5512 -1.5349
H 2.2853 -1.2623 0.7741
H 0.9587 -0.5130 1.7538
```

Calculated values
* spin multiplicity: 1
* HOMO-LUMO gap (spin up / spin down): 6.151 / 6.902 eV
* highest occupied orbital energy (spin up / spin down): -0.096 / -0.108 Ha
* energy relative to the best compared isomer or geometry (same formula, charge and spin): 133.3 kcal per mole
* net charge: -1



Record 14
# C6H6NO2

An isolated ion of composition C6H6NO2 and charge +1 (wB97M-V/def2-TZVPD, OMol25).

Geometry as XYZ:
```
15
C6H6NO2 (wB97M-V/def2-TZVPD)
C 1.2233 2.2018 -0.6486
C 1.5638 0.8106 -0.5593
C -0.1958 2.4505 -0.3565
C 0.5715 0.0805 -0.0011
C -0.6429 -3.2364 0.5738
C -0.8221 -1.7671 0.5098
N -0.8445 1.5055 0.2514
O -1.5065 -3.9801 0.9678
O 0.0721 -1.0376 0.0992
H 1.9969 2.8416 -1.0530
H 2.5892 0.3027 -0.7410
H -0.6622 3.3978 -0.6765
H 0.3006 -3.5281 0.3384
H -1.7808 -1.5422 0.9498
H -1.8625 1.5004 0.3458
```

Calculated values
* spin multiplicity: 1
* HOMO-LUMO gap (spin up / spin down): 6.602 / 7.775 eV
* highest occupied orbital energy (spin up / spin down): -0.480 / -0.496 Ha
* energy relative to the best compared isomer or geometry (same formula, charge and spin): 100.4 kcal per mole
* net charge: +1



Record 15
# C6H6NO2P

One molecule with the formula C6H6NO2P (wB97M-V/def2-TZVPD, OMol25).

Geometry as XYZ:
```
16
C6H6NO2P (wB97M-V/def2-TZVPD)
C 1.1396 -2.0162 0.5051
C 0.0765 -1.5570 -0.2547
C 1.9501 -1.0870 1.2046
C -0.1460 -0.1535 -0.4471
C 0.7815 0.5968 0.3075
C -1.1171 0.5446 -1.3716
N 1.7623 0.1707 1.0228
O -0.3227 3.0045 -0.0573
O -2.1013 1.2011 -0.5869
P -1.6995 2.5796 0.2442
H 1.4123 -2.9952 0.6417
H -0.6733 -2.1817 -0.8188
H 2.8442 -1.1954 1.7824
H -0.4558 1.2268 -1.7929
H -1.5493 -0.1950 -1.9491
H -1.9016 2.0569 1.5703
```

Calculated values
* spin multiplicity: 1
* HOMO-LUMO gap (spin up / spin down): 6.442 / 9.437 eV
* highest occupied orbital energy (spin up / spin down): -0.294 / -0.331 Ha
* energy relative to the best compared isomer or geometry (same formula, charge and spin): 81.3 kcal per mole
* net charge: 0



Record 16
# C6H6NO3

An isolated ion of composition C6H6NO3 and charge -1 (wB97M-V/def2-TZVPD, OMol25).

Geometry as XYZ:
```
16
C6H6NO3 (wB97M-V/def2-TZVPD)
C 0.5943 -1.1657 -0.2387
C 1.7389 -0.1891 -0.0785
C -0.5259 -0.3094 -0.2827
C 3.0397 -0.5374 0.1483
C -1.9142 -0.4627 -0.2562
C -2.6455 0.7824 0.3236
N 1.3029 1.0848 -0.4718
O -2.5956 -1.6135 -0.4430
O 0.7068 -2.3692 0.0320
O -0.1118 1.0099 -0.4358
H 3.9535 0.0213 0.3197
H 3.2828 -1.5247 0.3783
H -3.6312 0.6352 0.2231
H -2.4063 1.7592 -0.3314
H -2.1613 0.8573 1.2593
H 1.3729 2.0215 -0.1463
```

Calculated values
* spin multiplicity: 1
* HOMO-LUMO gap: 6.584 eV
* highest occupied orbital energy: -0.106 Ha
* energy relative to the best compared isomer or geometry (same formula, charge and spin): 107.5 kcal per mole
* net charge: -1



Record 17
# C6H6NO3

An isolated ion of composition C6H6NO3 and charge +1 (wB97M-V/def2-TZVPD, OMol25).

Geometry as XYZ:
```
16
C6H6NO3 (wB97M-V/def2-TZVPD)
C 2.1327 1.7257 -0.2755
C 3.1566 0.8751 0.0364
C 1.8236 0.3827 -0.0580
C -0.3714 -0.7587 -0.0019
C -1.3178 0.3125 0.0697
C -0.8804 -2.1684 -0.0591
N -0.9689 1.6157 0.2795
O 1.0528 -0.6256 0.1564
O -2.5213 -0.2089 -0.0285
O -1.9272 2.3655 0.3850
H 1.8693 2.7261 -0.2762
H 4.1315 0.5563 0.0877
H -1.4801 -2.2642 -0.9603
H 0.0931 -2.8437 -0.1641
H -1.5366 -2.2618 0.8674
H -3.2557 0.5716 -0.0586
```

Calculated values
* spin multiplicity: 1
* HOMO-LUMO gap (spin up / spin down): 7.825 / 7.828 eV
* highest occupied orbital energy (spin up / spin down): -0.481 / -0.481 Ha
* energy relative to the best compared isomer or geometry (same formula, charge and spin): 87.8 kcal per mole
* net charge: +1